{
  "formula": "C17H18FN3OS",
  "method": "ωB97M-V/def2-TZVPD",
  "homo_lumo_gap_ev": 8.74,
  "e_above_lowest_kcal_mol": 1.5,
  "charge": 0,
  "spin_multiplicity": 1,
  "species": ["C", "C", "C", "C", "F", "C", "C", "C", "C", "N", "C", "C", "C", "C", "C", "N", "C", "O", "N", "C", "C", "C", "S", "H", "H", "H", "H", "H", "H", "H", "H", "H", "H", "H", "H", "H", "H", "H", "H", "H", "H"],
  "xyz": [[-1.919, 1.559, 0.520], [-3.017, 1.159, -0.491], [-4.165, 1.947, -0.544], [-5.203, 1.713, -1.415], [-6.268, 2.572, -1.485], [-5.088, 0.653, -2.283], [-3.970, -0.187, -2.254], [-2.910, 0.064, -1.381], [-1.736, -0.823, -1.406], [-0.570, -0.556, -0.836], [0.341, -1.599, -1.041], [1.774, -1.490, -0.513], [1.803, -2.162, 0.895], [1.933, -1.174, 2.056], [3.239, -0.433, 1.884], [3.273, 0.690, 2.784], [3.413, 1.838, 2.058], [2.994, 2.924, 2.381], [3.633, 1.567, 0.733], [3.450, 0.141, 0.475], [2.231, -0.018, -0.453], [-0.106, -2.634, -1.802], [-1.794, -2.371, -2.208], [-1.723, 0.805, 1.244], [-1.009, 1.825, -0.039], [-2.214, 2.480, 1.103], [-4.187, 2.889, 0.031], [-5.875, 0.486, -3.015], [-3.920, -1.016, -2.957], [2.480, -2.027, -1.196], [2.683, -2.824, 0.885], [0.906, -2.766, 1.078], [1.910, -1.689, 3.038], [1.076, -0.500, 2.022], [4.055, -1.133, 2.066], [2.612, 0.788, 3.584], [3.179, 2.217, 0.083], [4.328, -0.313, 0.024], [1.432, 0.666, -0.106], [2.468, 0.269, -1.450], [0.461, -3.538, -2.072]],
  "lowdin_charge": [-0.04, -0.17, 0.02, -0.26, 0.05, -0.01, -0.05, -0.19, -0.50, 0.10, -0.35, -0.23, -0.14, -0.15, -0.29, 0.12, -0.58, 0.05, 0.11, -0.24, -0.11, -0.33, 1.05, 0.06, 0.07, 0.09, 0.13, 0.12, 0.09, 0.15, 0.12, 0.12, 0.13, 0.12, 0.14, 0.17, 0.15, 0.14, 0.12, 0.11, 0.09]
}

---

{
  "formula": "C15H33BrINbO7P",
  "method": "ωB97M-V/def2-TZVPD",
  "homo_lumo_gap_ev": 6.27,
  "charge": -1,
  "spin_multiplicity": 1,
  "species": ["C", "Nb", "I", "C", "C", "O", "Br", "P", "O", "O", "H", "H", "H", "H", "H", "H", "H", "H", "H", "C", "C", "O", "C", "H", "H", "H", "H", "H", "H", "C", "C", "O", "C", "H", "H", "H", "H", "H", "H", "C", "C", "O", "C", "H", "H", "H", "H", "H", "H", "C", "C", "O", "C", "H", "H", "H", "H", "H", "H"],
  "xyz": [[-0.904, 3.544, -2.374], [-0.209, 3.180, -0.255], [0.254, 0.421, -0.657], [-2.319, 2.885, 0.595], [-3.041, 1.607, 0.244], [-3.421, 0.892, 1.076], [-3.440, 1.066, -1.606], [0.875, 3.117, 2.086], [-0.166, 3.802, 3.252], [2.289, 4.016, 2.016], [-1.988, 3.434, -2.507], [-0.320, 2.913, -3.064], [-0.666, 4.584, -2.670], [1.496, 3.476, -0.886], [-0.445, 4.965, 0.005], [-2.936, 3.759, 0.322], [-2.256, 2.898, 1.696], [-0.608, 3.025, 3.655], [2.945, 3.650, 2.628], [-1.239, 0.526, 6.148], [-1.260, 0.268, 4.661], [-1.414, 1.164, 3.866], [-1.080, -1.156, 4.202], [-1.379, 1.591, 6.332], [-2.046, -0.024, 6.634], [-0.277, 0.221, 6.566], [-1.881, -1.781, 4.602], [-0.111, -1.534, 4.534], [-1.116, -1.189, 3.114], [5.165, -0.746, 0.378], [4.895, 0.629, 0.933], [5.459, 1.035, 1.930], [3.890, 1.466, 0.191], [5.904, -1.251, 1.000], [4.251, -1.328, 0.381], [5.556, -0.666, -0.639], [2.923, 0.956, 0.183], [4.227, 1.636, -0.834], [3.779, 2.428, 0.685], [3.171, -5.621, 0.090], [3.412, -4.194, -0.340], [4.030, -3.422, 0.356], [2.851, -3.771, -1.675], [3.627, -5.787, 1.064], [2.099, -5.811, 0.167], [3.619, -6.309, -0.630], [1.765, -3.880, -1.674], [3.285, -4.378, -2.471], [3.096, -2.726, -1.856], [-5.701, -1.435, -4.032], [-4.679, -0.873, -4.991], [-3.989, 0.070, -4.690], [-4.557, -1.540, -6.341], [-5.679, -0.862, -3.106], [-6.700, -1.364, -4.468], [-5.467, -2.477, -3.806], [-5.506, -1.474, -6.877], [-4.274, -2.587, -6.216], [-3.788, -1.036, -6.924]],
  "lowdin_charge": [-0.40, 0.87, 0.02, -0.37, -0.98, -0.02, 0.62, 0.62, -0.42, -0.43, -0.06, -0.03, -0.04, -0.13, -0.09, 0.05, 0.03, -0.03, 0.02, -0.02, -0.48, 0.05, -0.01, 0.08, 0.08, 0.08, 0.08, 0.09, 0.09, -0.04, -0.50, 0.04, -0.06, 0.08, 0.05, 0.09, -0.03, 0.09, 0.05, -0.03, -0.49, 0.06, -0.01, 0.08, 0.08, 0.08, 0.09, 0.08, 0.08, -0.03, -0.51, 0.04, -0.03, 0.06, 0.08, 0.08, 0.08, 0.08, 0.08]
}

---

{
  "formula": "C17H13Br2Cl2NOPdS",
  "method": "ωB97M-V/def2-TZVPD",
  "homo_lumo_gap_ev": 7.23,
  "e_above_lowest_kcal_mol": 12.4,
  "charge": 0,
  "spin_multiplicity": 1,
  "species": ["Pd", "C", "C", "C", "C", "C", "C", "Br", "C", "C", "Br", "C", "O", "C", "N", "H", "H", "H", "H", "H", "H", "Cl", "C", "Cl", "H", "H", "S", "C", "C", "C", "C", "C", "C", "H", "H", "H", "H", "H"],
  "xyz": [[0.520, -0.388, -0.573], [-2.214, 1.907, -0.507], [-0.869, 2.503, -0.248], [-0.776, 3.894, -0.028], [0.427, 4.476, 0.221], [1.589, 3.682, 0.265], [2.890, 4.174, 0.519], [3.172, 6.023, 0.823], [3.957, 3.325, 0.548], [3.784, 1.953, 0.327], [5.283, 0.818, 0.379], [2.539, 1.402, 0.070], [2.373, 0.126, -0.128], [1.427, 2.299, 0.039], [0.201, 1.730, -0.220], [-2.977, 2.683, -0.509], [-2.453, 1.191, 0.276], [-2.230, 1.400, -1.471], [-1.680, 4.486, -0.058], [0.504, 5.542, 0.390], [4.951, 3.703, 0.742], [-1.546, -1.289, -1.430], [-2.802, -1.566, -0.175], [-2.215, -1.294, 1.450], [-3.105, -2.601, -0.286], [-3.609, -0.875, -0.381], [1.433, -2.438, -0.958], [0.246, -3.639, -0.421], [-0.019, -3.832, 0.933], [-0.933, -4.792, 1.345], [-1.582, -5.587, 0.410], [-1.309, -5.417, -0.942], [-0.405, -4.450, -1.354], [0.498, -3.218, 1.660], [-1.133, -4.923, 2.401], [-2.287, -6.342, 0.733], [-1.801, -6.041, -1.678], [-0.197, -4.307, -2.406]],
  "lowdin_charge": [0.54, -0.05, -0.30, -0.01, -0.02, -0.19, -0.63, 0.77, -0.17, -0.61, 0.80, -0.41, -0.28, -0.13, 0.05, 0.08, 0.04, 0.06, 0.11, 0.08, 0.10, 0.62, -0.90, 0.60, 0.03, 0.03, 0.60, -0.72, -0.16, -0.10, -0.10, -0.10, -0.15, 0.10, 0.10, 0.10, 0.10, 0.10]
}

---

{
  "formula": "C35H39N3O7",
  "method": "ωB97M-V/def2-TZVPD",
  "homo_lumo_gap_ev": 4.54,
  "e_above_lowest_kcal_mol": 30.0,
  "charge": 0,
  "spin_multiplicity": 1,
  "species": ["C", "N", "C", "O", "C", "C", "C", "C", "C", "C", "C", "C", "N", "C", "C", "C", "C", "C", "C", "C", "C", "C", "C", "C", "C", "H", "H", "H", "H", "H", "H", "H", "H", "H", "H", "H", "H", "H", "H", "H", "H", "H", "H", "H", "H", "H", "H", "H", "H", "H", "C", "C", "O", "C", "C", "C", "O", "O", "C", "C", "C", "C", "C", "C", "N", "O", "O", "C", "C", "O", "H", "H", "H", "H", "H", "H", "H", "H", "H", "H", "H", "H", "H", "H"],
  "xyz": [[-1.636, -3.567, -0.253], [-1.831, -2.242, 0.272], [-2.255, -1.248, -0.570], [-2.580, -1.391, -1.746], [-2.247, 0.053, 0.219], [-3.582, 0.808, 0.309], [-4.374, 0.866, -0.985], [-5.657, 0.310, -1.041], [-6.373, 0.317, -2.242], [-5.853, 0.954, -3.376], [-4.571, 1.520, -3.312], [-3.846, 1.501, -2.115], [-1.749, -0.390, 1.520], [-1.700, 0.439, 2.578], [-0.889, 0.229, 3.690], [-0.914, 1.046, 4.824], [0.275, 1.432, 5.528], [0.442, 2.745, 6.038], [1.638, 3.111, 6.630], [2.638, 2.155, 6.876], [2.458, 0.842, 6.418], [1.360, 0.532, 5.624], [-1.209, -1.760, 1.500], [-1.650, -2.586, 2.712], [0.330, -1.804, 1.380], [-2.212, -3.665, -1.176], [-0.580, -3.751, -0.483], [-1.986, -4.290, 0.486], [-1.511, 0.734, -0.248], [-4.197, 0.366, 1.110], [-3.327, 1.841, 0.607], [-6.056, -0.182, -0.150], [-7.349, -0.166, -2.294], [-6.438, 1.027, -4.297], [-4.124, 1.984, -4.193], [-2.841, 1.934, -2.056], [-2.260, 1.377, 2.492], [-0.150, -0.566, 3.606], [-1.828, 1.603, 5.069], [-0.385, 3.454, 5.933], [1.772, 4.138, 6.959], [3.553, 2.425, 7.399], [3.158, 0.047, 6.685], [1.296, -0.439, 5.123], [-2.731, -2.758, 2.677], [-1.124, -3.545, 2.681], [-1.417, -2.082, 3.651], [0.641, -1.800, 0.328], [0.802, -0.949, 1.869], [0.686, -2.725, 1.858], [-5.732, -2.313, 9.301], [-5.028, -2.611, 7.997], [-3.832, -1.784, 8.022], [-3.153, -1.589, 6.871], [-1.785, -1.087, 7.108], [-1.656, 0.101, 7.924], [-0.642, 0.793, 8.091], [-2.751, 0.429, 8.619], [-2.356, 1.414, 9.589], [-3.546, 1.541, 10.483], [-0.733, -2.024, 7.092], [0.576, -1.629, 7.507], [1.685, -2.400, 7.256], [1.526, -3.736, 6.841], [2.719, -4.490, 6.642], [2.650, -5.720, 6.435], [3.811, -3.863, 6.682], [0.219, -4.248, 6.613], [-0.881, -3.398, 6.660], [-3.609, -1.818, 5.751], [-6.561, -2.997, 9.496], [-5.049, -2.390, 10.155], [-6.159, -1.305, 9.287], [-4.713, -3.664, 7.952], [-5.641, -2.347, 7.123], [-1.493, 1.014, 10.141], [-2.070, 2.340, 9.065], [-3.394, 2.341, 11.207], [-4.456, 1.740, 9.908], [-3.672, 0.611, 11.045], [0.680, -0.671, 7.997], [2.687, -2.013, 7.423], [0.078, -5.315, 6.430], [-1.887, -3.756, 6.394]],
  "lowdin_charge": [-0.01, -0.04, -0.37, 0.09, -0.15, -0.09, -0.24, -0.04, -0.08, -0.08, -0.07, -0.05, 0.02, 0.00, -0.07, 0.05, -0.23, -0.02, -0.07, -0.04, -0.06, -0.02, -0.45, 0.01, 0.02, 0.10, 0.10, 0.09, 0.17, 0.13, 0.12, 0.11, 0.10, 0.10, 0.10, 0.12, 0.15, 0.09, 0.14, 0.12, 0.11, 0.11, 0.11, 0.12, 0.11, 0.09, 0.07, 0.10, 0.08, 0.09, -0.08, -0.20, -0.01, -0.45, -0.05, -0.45, 0.00, 0.00, -0.24, -0.07, -0.15, -0.03, -0.01, -0.18, -0.34, 0.03, 0.01, 0.00, -0.01, 0.07, 0.07, 0.08, 0.08, 0.13, 0.12, 0.13, 0.13, 0.07, 0.08, 0.08, 0.10, 0.11, 0.11, 0.11]
}

---

{
  "formula": "C5H7BrS",
  "method": "ωB97M-V/def2-TZVPD",
  "homo_lumo_gap_ev": 8.19,
  "e_above_lowest_kcal_mol": 95.6,
  "charge": 0,
  "spin_multiplicity": 1,
  "species": ["C", "C", "C", "C", "C", "S", "Br", "H", "H", "H", "H", "H", "H", "H"],
  "xyz": [[0.881, 1.949, 0.692], [1.032, 0.755, 0.782], [-2.598, -0.008, -0.120], [1.219, -1.137, -0.693], [1.058, -0.689, 0.753], [-2.691, 1.560, -0.629], [-4.240, -0.895, 0.100], [1.182, 2.959, 0.860], [-1.489, 1.690, -1.102], [2.024, -0.818, -1.183], [0.338, -0.875, -1.207], [1.403, -2.262, -0.707], [1.830, -1.051, 1.433], [0.050, -1.179, 1.023]],
  "lowdin_charge": [0.08, -0.17, -1.07, -0.11, -0.27, 0.70, 0.55, 0.02, -0.16, 0.02, 0.05, 0.11, 0.11, 0.13]
}

---

| no. | molecular weight (g/mol) |
| --- | --- |
| 1 | 331.4 |
| 2 | 656.1 |
| 3 | 616.5 |
| 4 | 613.7 |
| 5 | 179.1 |